Entry 1:
102
Properties=species:S:1:pos:R:3 method="wB97M-V/def2-TZVPD" relative_energy_kcal_mol=110.3 lumo_energy_ev=1.800 charge=-1 largest_force_ev_per_a=5.1 spin_multiplicity=1
C 0.75480 -1.42760 2.21771
C 1.72960 -0.33288 1.44588
C 1.93283 -0.68490 -0.17417
C 1.34625 1.23300 1.73390
C 1.23628 1.54425 3.36800
C -0.04958 1.75439 1.05839
O -0.89814 0.70877 0.46934
C -2.12891 0.47929 1.24158
C -3.40669 1.49529 1.09335
O -4.55027 0.65229 1.57646
P -4.05754 -1.05335 1.61904
O -2.61575 -0.80084 0.62848
H 1.32245 -2.47312 2.12917
H -0.29507 -1.56675 1.72013
H 0.70551 -1.21054 3.38516
H 2.81345 -0.49957 1.91882
H 0.85609 -0.91371 -0.59552
H 2.42803 0.24630 -0.69827
H 2.59933 -1.66945 -0.28221
H 2.24820 1.89274 1.32976
H 1.49932 2.69132 3.52494
H 0.16638 1.25302 3.76298
H 2.06841 0.88505 3.87926
H -0.67033 2.29586 1.89765
H 0.24550 2.60586 0.27894
H -1.80859 0.43194 2.36769
H -3.25423 2.22426 2.02633
H -3.58942 2.06737 0.07820
H -5.25662 -1.55357 2.26211
H -3.40257 -1.00277 2.90158
H -3.65113 -2.46417 1.61640
H -4.79799 -1.30166 0.39095
O -8.25971 -1.85707 -3.44173
C -7.37532 -1.00271 -3.38678
O -6.47924 -1.01227 -2.37470
C -5.30533 -0.18123 -2.31466
C -5.63743 1.17786 -1.73203
C -7.33091 0.11496 -4.38597
H -4.81930 -0.11502 -3.28921
H -4.59973 -0.69054 -1.65020
H -6.35346 1.72091 -2.35709
H -4.73369 1.78856 -1.63768
H -6.09536 1.07363 -0.74628
H -8.01900 0.90390 -4.07254
H -7.64732 -0.27607 -5.35768
H -6.33688 0.53148 -4.53571
O 3.16590 -2.87424 -1.89482
C 4.18605 -3.45017 -1.51708
O 5.39334 -2.85652 -1.64886
C 6.61655 -3.35644 -1.07779
C 7.25445 -4.38587 -1.98896
C 4.11981 -4.85301 -0.99056
H 6.45458 -3.73136 -0.06607
H 7.28874 -2.49706 -0.98613
H 6.61036 -5.26084 -2.12266
H 8.21100 -4.72483 -1.57819
H 7.42747 -3.96728 -2.98250
H 4.11749 -5.55176 -1.83072
H 3.19133 -4.96667 -0.42290
H 4.92694 -5.10388 -0.30528
O 2.82098 3.96596 5.94153
C 3.61969 4.57846 5.23302
O 3.62759 4.39093 3.89432
C 4.38523 5.18450 2.96238
C 5.80141 4.65983 2.83576
C 4.65648 5.47106 5.84775
H 4.34944 6.24265 3.22586
H 3.88234 5.08875 1.99455
H 6.34141 4.72228 3.78592
H 6.35925 5.23155 2.08706
H 5.79840 3.60772 2.54367
H 5.50793 4.86502 6.16693
H 4.21631 5.96420 6.71970
H 4.99755 6.26717 5.18904
O -8.80278 1.46862 5.48846
C -8.86389 1.24898 4.27886
O -9.36439 0.07925 3.82216
C -9.65054 -0.20307 2.43988
C -8.40866 -0.69292 1.72247
C -8.30171 2.23203 3.29545
H -10.10972 0.65642 1.94915
H -10.40136 -0.99995 2.43616
H -7.62157 0.06780 1.71293
H -8.64100 -0.95776 0.68590
H -7.99363 -1.56938 2.22431
H -7.22504 2.07019 3.20205
H -8.48424 3.24272 3.67282
H -8.76746 2.18633 2.31310
O 7.93069 -3.84243 -4.87509
C 7.30762 -3.03426 -5.56338
O 6.58847 -2.05073 -4.97786
C 5.97991 -0.95290 -5.68264
C 4.61782 -1.34623 -6.21825
C 7.25939 -3.17992 -7.05536
H 6.64285 -0.56695 -6.45848
H 5.85585 -0.14716 -4.95176
H 4.69002 -2.16158 -6.94509
H 4.13458 -0.49407 -6.70702
H 3.97324 -1.69996 -5.41100
H 6.48305 -3.90183 -7.32040
H 8.23005 -3.54996 -7.39903
H 7.08744 -2.24398 -7.58306

=====

Entry 2:
112
Properties=species:S:1:pos:R:3 method="wB97M-V/def2-TZVPD" relative_energy_kcal_mol=112.8 lumo_energy_ev=-0.111 largest_force_ev_per_a=4.9 spin_multiplicity=1
C -2.78351 2.03807 3.55121
C -2.73958 3.60479 3.36314
C -3.59335 4.30906 2.39014
O -3.90190 5.44792 3.15977
C -3.65694 5.31955 4.42178
O -3.85561 6.10400 5.35061
O -2.92210 4.28495 4.57310
H -3.82850 1.74833 3.66151
H -2.18648 1.66524 4.38347
H -2.26055 1.46892 2.78264
H -1.74261 3.89159 3.02861
H -4.41727 3.61457 2.22598
H -3.00312 4.65431 1.54130
C 2.39016 1.15478 -4.35140
C 2.97830 1.93353 -3.18965
C 1.94776 2.82175 -2.67843
O 2.25100 2.93427 -1.31602
C 2.95565 1.89894 -0.97583
O 3.23937 1.63249 0.15582
O 3.14683 1.10411 -2.02738
H 2.02034 1.82922 -5.12372
H 1.70533 0.43131 -3.90904
H 3.11760 0.57876 -4.92336
H 3.92227 2.45038 -3.36252
H 0.90285 2.52799 -2.77831
H 2.04766 3.83297 -3.07284
C -4.33143 -1.91977 -2.14107
C -4.95412 -0.51204 -1.76459
C -6.35936 -0.77787 -1.16716
O -6.25638 -0.17662 0.15731
C -5.04463 0.38380 0.31352
O -4.74340 0.90465 1.33542
O -4.31381 0.13308 -0.69096
H -4.41095 -2.66809 -1.35253
H -3.29104 -1.92260 -2.46615
H -4.96556 -2.30672 -2.93871
H -5.01593 0.01601 -2.71614
H -6.62571 -1.81324 -0.95465
H -7.20380 -0.42672 -1.76019
C 4.76899 3.63939 3.79706
C 3.96849 2.69951 2.97421
C 3.59205 1.51743 3.84009
O 2.22201 1.30991 3.59027
C 1.73839 2.40458 2.92120
O 0.54153 2.69064 2.93115
O 2.74898 3.22791 2.49153
H 4.18630 4.15891 4.55776
H 5.29847 4.39782 3.22039
H 5.52722 2.96748 4.19922
H 4.44328 2.24931 2.10243
H 3.79185 1.63758 4.90487
H 4.03911 0.55928 3.57519
C 0.68304 -1.06875 1.45574
S 0.61972 -0.41867 -0.23302
O -0.13649 -1.51209 -0.97668
C -0.82034 0.72212 0.07684
H -0.18103 -1.70626 1.64302
H 0.58015 -0.26909 2.18926
H 1.59813 -1.60493 1.70717
H -1.72959 0.22556 0.41568
H -0.93186 1.28759 -0.84831
H -0.61381 1.60897 0.67595
C 5.93234 -3.40301 -0.67466
S 5.79435 -2.35579 0.81265
O 7.08490 -1.61870 1.12567
C 4.61122 -1.14416 0.22787
H 6.81202 -4.04548 -0.63609
H 6.11290 -2.79123 -1.55853
H 5.16822 -4.14911 -0.89275
H 4.24551 -0.39045 0.92522
H 3.79712 -1.74094 -0.18348
H 5.03401 -0.50899 -0.55052
C 1.30224 -4.91355 2.40532
S 1.41158 -5.42826 4.19639
O 2.05510 -6.75856 4.31365
C 2.43499 -3.99126 4.76354
H 0.88103 -3.92378 2.22910
H 0.71185 -5.64296 1.85079
H 2.30897 -4.98015 1.99280
H 3.23976 -3.95471 4.02929
H 3.03878 -4.29747 5.61780
H 1.96888 -3.01132 4.86636
C -1.46535 -7.24388 -0.61084
S -1.21295 -5.49257 -0.18794
O 0.33306 -5.18627 -0.32271
C -2.07672 -4.70489 -1.56216
H -2.47633 -7.57650 -0.37549
H -0.85933 -7.75210 0.13918
H -1.23142 -7.56011 -1.62739
H -3.16666 -4.69510 -1.55754
H -1.68924 -5.15925 -2.47404
H -2.04455 -3.61959 -1.65802
C -3.19650 3.70834 -1.46016
S -1.65696 4.45591 -2.06894
O -2.17717 5.79005 -2.63962
C -0.63707 4.79345 -0.52674
H -3.94195 3.65182 -2.25339
H -3.69479 4.18719 -0.61724
H -3.01425 2.72332 -1.03050
H -1.10378 5.66859 -0.07459
H 0.39379 5.02214 -0.79716
H -0.62214 3.96305 0.17917
C -0.57485 0.27503 -6.23093
S -1.88833 -0.92140 -5.72314
O -1.89614 -1.84264 -6.94977
C -0.97137 -1.82511 -4.51873
H -0.94651 0.83726 -7.08760
H 0.33125 -0.31386 -6.37336
H -0.56514 1.02874 -5.44358
H -0.61610 -2.73794 -4.99690
H -1.45158 -1.95497 -3.54888
H 0.02121 -1.38873 -4.40710

=====

Entry 3:
100
Properties=species:S:1:pos:R:3 method="wB97M-V/def2-TZVPD" relative_energy_kcal_mol=0.0 lumo_energy_ev="4.053 / 3.493" charge=-2 largest_force_ev_per_a=2.0 spin_multiplicity=5
Rh -0.43853 0.12702 -0.27561
Te 0.29130 0.33527 2.31298
Te 1.76913 1.59848 4.13817
Te 4.47331 -0.21634 1.42073
Te 2.02865 -0.45597 0.33668
C -0.06471 -3.84310 -2.80584
Si -0.07900 -3.94795 -0.91650
C -0.83406 -5.65414 -0.55306
C 1.71044 -4.09028 -0.34000
Si -1.25994 -2.14121 0.02447
Si -3.24029 -2.17144 -1.23908
C -3.99791 -3.87364 -1.61276
C -3.06309 -1.35548 -2.92988
C -4.54237 -1.18096 -0.30659
Si -1.99562 -3.00328 2.09137
C -3.25752 -4.42147 1.94490
C -2.91548 -1.75097 3.16516
C -0.54607 -3.69531 3.08195
H 0.49790 -4.68494 -3.21292
H 0.38863 -2.91921 -3.15302
H -1.07411 -3.88866 -3.20794
H -0.26736 -6.41285 -1.09360
H -1.87322 -5.72060 -0.85836
H -0.77995 -5.89389 0.50538
H 2.07546 -5.09056 -0.58586
H 1.81566 -3.93725 0.73114
H 2.35737 -3.36184 -0.82397
H -3.35874 -4.45767 -2.27136
H -4.95649 -3.72856 -2.11554
H -4.16793 -4.45257 -0.71034
H -2.35568 -1.88210 -3.56817
H -2.71697 -0.33411 -2.82367
H -4.03810 -1.35197 -3.42487
H -4.87725 -1.69619 0.58898
H -5.41179 -0.97334 -0.93136
H -4.07690 -0.24301 -0.01715
H -4.21294 -4.04443 1.58264
H -3.42360 -4.84833 2.93476
H -2.93899 -5.21627 1.28051
H -3.70983 -1.25973 2.60927
H -2.25691 -0.98338 3.55872
H -3.36653 -2.27926 4.00762
H -0.06020 -4.51145 2.55405
H -0.88847 -4.07327 4.04517
H 0.19916 -2.92056 3.25877
C 0.28538 -0.10033 -2.39869
C 0.69906 1.12944 -3.06766
C -0.17944 1.82966 -3.90857
C 0.19254 3.00261 -4.53346
C 1.46362 3.53201 -4.34231
C 2.35622 2.84534 -3.52240
C 1.98914 1.66571 -2.90829
H 1.10327 -0.83865 -2.37188
H -0.59646 -0.53732 -2.87266
H -1.17274 1.42033 -4.06852
H -0.52264 3.51869 -5.17136
H 1.75392 4.45820 -4.82002
H 3.35123 3.24239 -3.35698
H 2.70027 1.15356 -2.26704
C -2.76203 3.76949 -2.54576
C -3.58560 3.52461 -1.27135
C -4.50309 2.33516 -1.59475
C -4.45753 4.76133 -1.02935
P -2.38842 2.99038 0.11574
N -1.82686 1.57454 -0.21568
C -3.37996 3.10652 1.74460
C -4.73418 2.38825 1.60483
C -3.66248 4.51462 2.27847
C -2.62583 2.31699 2.81756
C -1.00383 4.29340 0.22733
C -0.24311 4.12909 1.55439
C 0.03082 4.00679 -0.87610
C -1.42446 5.76712 0.12465
H -3.44692 3.81321 -3.39647
H -2.05871 2.95471 -2.71315
H -2.20388 4.70150 -2.53053
H -4.97715 2.52458 -2.55942
H -5.29066 2.18997 -0.86096
H -3.92168 1.42325 -1.64859
H -5.02481 4.95732 -1.94481
H -3.87746 5.65654 -0.81634
H -5.17831 4.62876 -0.22744
H -5.46807 2.94601 1.02945
H -5.14245 2.25302 2.60921
H -4.62140 1.40308 1.16371
H -4.19886 5.14772 1.57516
H -2.76105 5.03774 2.58219
H -4.28952 4.41868 3.17002
H -2.47766 1.29506 2.48026
H -3.24109 2.30157 3.71842
H -1.65371 2.72912 3.08185
H 0.10137 3.10757 1.70648
H -0.81071 4.43267 2.42943
H 0.64432 4.76100 1.51288
H 0.28396 2.94572 -0.91886
H 0.93318 4.56815 -0.63365
H -0.29318 4.31538 -1.86731
H -2.13246 6.06959 0.89491
H -1.84273 6.02885 -0.84312
H -0.52626 6.37702 0.25861

=====

Entry 4:
116
Properties=species:S:1:pos:R:3 method="wB97M-V/def2-TZVPD" lumo_energy_ev="-2.101 / -7.628" charge=+1 largest_force_ev_per_a=2.5 spin_multiplicity=2
Br -2.40418 -3.96377 -2.91913
C -1.64960 -2.36258 -3.84698
C -2.38467 -1.18484 -3.16066
Br -1.51903 0.55492 -3.64872
H -1.73476 -2.42528 -4.93184
H -0.56965 -2.44931 -3.72755
H -2.41962 -1.13597 -2.07232
H -3.38851 -1.08878 -3.57439
Br -1.69748 7.79884 2.81898
C -0.62742 6.54024 1.72281
C 0.43656 5.97294 2.67446
Br 1.62247 4.75668 1.73510
H -0.19138 7.06218 0.87102
H -1.46589 5.91388 1.41826
H 0.01602 5.48470 3.55359
H 1.10278 6.79442 2.93793
Br 1.11268 -7.72543 1.49935
C 1.29830 -7.48621 -0.36066
C 1.23585 -6.04612 -0.81103
Br 2.14901 -4.78075 0.45135
H 0.60576 -8.11099 -0.92470
H 2.27656 -7.90406 -0.59837
H 0.21140 -5.70449 -0.95902
H 1.74084 -5.88532 -1.76351
Br 5.32998 -2.34637 -6.76809
C 5.10005 -0.41629 -6.47370
C 5.16384 -0.02210 -5.01244
Br 3.37771 -0.43646 -4.23594
H 4.23839 -0.00615 -7.00040
H 5.97608 0.03507 -6.93949
H 5.23908 1.05816 -4.88797
H 5.87292 -0.56913 -4.39111
Br -4.05364 0.75843 -0.71011
C -5.58449 1.16609 -1.91925
C -6.20237 2.45933 -1.48445
Br -7.46686 2.15781 0.05378
H -6.25247 0.30518 -1.94622
H -5.19667 1.24961 -2.93449
H -6.79160 2.79254 -2.33877
H -5.50481 3.26411 -1.25243
Br 1.91483 -3.86938 -4.14588
C 3.89618 -3.93653 -3.83785
C 4.19615 -3.64667 -2.31805
Br 6.06918 -3.27992 -1.92950
H 4.27840 -3.16623 -4.50766
H 4.25229 -4.89940 -4.20413
H 3.95725 -4.47092 -1.64601
H 3.61052 -2.76760 -2.04903
Br -4.36579 3.96443 -4.35229
C -2.68920 4.15655 -3.31813
C -2.90671 5.39489 -2.41881
Br -1.22854 6.05793 -1.56653
H -1.78033 4.29818 -3.90294
H -2.52792 3.29768 -2.66666
H -3.62886 5.13988 -1.64318
H -3.33388 6.25089 -2.94120
Br -3.66152 4.03813 0.78574
C -4.83324 3.50139 2.33889
C -3.99550 2.74627 3.38136
Br -2.86086 3.91384 4.51327
H -5.70409 2.98586 1.93399
H -5.32774 4.37250 2.76871
H -3.33592 2.06086 2.84911
H -4.58901 2.13790 4.06381
Br -3.95895 -5.98268 -0.01593
C -2.82127 -5.49111 1.53719
C -3.12479 -4.09115 1.92840
Br -2.38181 -2.77776 0.59881
H -1.82955 -5.67799 1.12528
H -3.05162 -6.20439 2.32857
H -2.63249 -3.82757 2.86449
H -4.17741 -3.80818 1.92535
C 4.54197 -1.46432 3.55739
C 3.19095 -1.08508 4.30814
C 2.78938 0.41830 4.11261
O 1.75721 0.86643 4.92585
C 1.44168 2.22628 4.55252
N 2.11126 -1.96898 3.84105
H 5.46956 -1.04298 3.94488
H 4.35967 -1.12912 2.53636
H 4.66116 -2.54247 3.45032
H 3.30836 -1.37370 5.35265
H 2.67712 0.60480 3.04457
H 3.63662 1.00899 4.46102
H 0.85778 2.11591 3.63875
H 2.31072 2.88199 4.49868
H 0.69175 2.61139 5.24346
H 1.25570 -1.62343 4.25180
H 2.00323 -1.87912 2.84087
C 0.95117 -1.20573 -1.26510
C 1.00111 -0.65448 0.20257
C -0.01935 0.46635 0.43048
O 0.21544 1.59619 -0.42156
C -0.67442 2.66012 -0.25855
N 0.73770 -1.77957 1.06990
H 1.46142 -2.16271 -1.37429
H 1.37052 -0.63253 -2.09197
H -0.06703 -1.38713 -1.60931
H 1.98855 -0.23330 0.39142
H 0.12608 0.78837 1.46163
H -1.04573 0.09961 0.44291
H -1.68043 2.24074 -0.24561
H -0.66590 3.44280 -1.01713
H -0.47691 3.09640 0.72062
H -0.19501 -2.06253 0.80518
H 1.34036 -2.58426 0.97306
C 3.39670 2.20501 -0.90647
Cl 4.12292 1.60979 0.55513
Cl 4.58879 2.25947 -2.23060
H 2.54725 1.59300 -1.20974
H 3.01024 3.20292 -0.69925
C -1.44877 -0.39566 4.35095
Cl -2.94059 -0.73593 3.61355
Cl -1.36357 0.77464 5.67772
H -1.03365 -1.26917 4.85370
H -0.73996 -0.05173 3.59769